This record from OMol25 describes C41H55N5OP2Pb as an isolated structure. The level of theory is the ωB97M-V functional and the def2-TZVPD basis.

```
105
Properties=species:S:1:pos:R:3:forces:R:3
Pb 0.00719 -0.18631 0.43825 -0.28 -0.21 -0.17
C 2.47045 -3.40697 1.84952 0.01 0.04 0.06
C 3.20845 -2.08933 2.12983 -0.15 -0.05 -0.03
C 3.01985 -1.71310 3.60441 0.04 0.03 -0.01
P 2.66148 -0.73958 0.98449 0.33 -0.05 0.05
C 3.72652 0.71461 1.40374 -0.03 -0.02 0.18
C 5.19053 0.33383 1.61624 -0.03 0.02 0.01
C 3.16231 1.55281 2.55318 0.01 -0.01 -0.04
C 3.21010 -1.24972 -0.65361 -0.12 0.08 -0.07
C 3.93780 -2.40817 -0.93005 -0.06 0.04 0.01
C 4.11191 -2.87305 -2.22362 0.05 -0.09 0.01
C 4.90923 -4.12116 -2.51899 -0.09 0.11 0.01
C 3.46434 -2.16847 -3.24068 -0.04 0.04 -0.03
C 2.76586 -1.00022 -3.00477 0.08 -0.03 0.08
C 2.68729 -0.43707 -1.70468 -0.10 0.15 -0.05
N 2.08651 0.72871 -1.31998 0.13 -0.01 -0.01
C 1.72391 1.74527 -2.16282 0.02 -0.10 -0.03
C 2.26105 1.96582 -3.45859 -0.06 0.04 0.05
C 1.83507 3.00198 -4.26707 0.01 -0.01 0.02
C 0.85013 3.90051 -3.86039 0.00 0.07 -0.06
C 0.37742 5.02345 -4.75168 0.05 -0.08 0.07
C 0.37032 3.74839 -2.57059 -0.02 -0.07 0.05
C 0.79413 2.73082 -1.71184 -0.02 -0.07 -0.03
P 0.29151 2.75822 0.03751 -0.09 0.26 0.02
C 1.16810 4.27781 0.70685 0.07 -0.07 -0.02
C 0.57181 5.64292 0.37347 0.00 0.00 -0.01
C 2.63112 4.23368 0.25752 -0.01 0.01 0.02
C -1.48405 3.30808 0.00521 -0.01 -0.09 -0.01
C -1.97659 3.39633 1.45151 0.01 -0.01 -0.02
C -2.38059 2.38026 -0.81908 0.05 0.06 0.02
H 3.03919 -4.24239 2.26609 -0.01 0.02 0.02
H 2.31500 -3.60044 0.78920 0.02 0.01 0.00
H 1.49477 -3.39480 2.33872 0.08 0.00 -0.03
H 4.27597 -2.22466 1.93928 0.04 -0.05 -0.01
H 2.01478 -1.32382 3.79105 0.03 -0.04 -0.01
H 3.74563 -0.97203 3.93952 -0.04 -0.02 -0.01
H 3.15200 -2.60414 4.22417 0.00 0.02 -0.02
H 3.64875 1.28992 0.48177 -0.02 0.02 -0.09
H 5.34790 -0.13824 2.58897 0.01 0.00 -0.03
H 5.81312 1.23145 1.58055 -0.01 -0.02 0.03
H 5.54297 -0.34573 0.83711 0.01 0.02 0.01
H 3.18389 1.01483 3.50173 0.00 0.03 -0.02
H 2.12695 1.84224 2.35452 0.03 0.00 0.00
H 3.75048 2.46652 2.67550 -0.01 -0.02 -0.01
H 4.37184 -2.97808 -0.11503 -0.01 0.01 0.00
H 5.50974 -4.41266 -1.65701 0.00 -0.01 0.00
H 5.58486 -3.96847 -3.36241 0.01 -0.01 0.02
H 4.25862 -4.96273 -2.77122 0.01 0.00 0.00
H 3.51170 -2.55340 -4.25613 -0.01 0.04 0.03
H 2.26196 -0.52112 -3.83021 0.01 0.01 -0.03
H 3.06153 1.33282 -3.80833 0.00 -0.03 -0.02
H 2.28274 3.12024 -5.24972 0.01 -0.03 0.03
H 0.54541 4.78674 -5.80291 -0.01 0.00 0.01
H 0.90800 5.95475 -4.53614 -0.01 0.00 -0.01
H -0.68842 5.21411 -4.61655 0.01 0.00 0.00
H -0.37353 4.45743 -2.21973 0.02 -0.02 0.01
H 1.13477 4.14447 1.79334 0.02 -0.01 0.02
H 0.61816 5.83982 -0.70040 -0.02 -0.01 0.05
H 1.15688 6.42058 0.87341 -0.01 -0.02 -0.03
H -0.46192 5.75160 0.70360 0.03 0.00 -0.01
H 2.70574 4.47895 -0.80437 0.00 -0.01 0.03
H 3.07227 3.24747 0.39515 0.01 0.00 0.00
H 3.22560 4.95813 0.82079 -0.03 -0.01 -0.02
H -1.52453 4.30234 -0.44279 -0.03 0.04 0.00
H -1.93364 2.41209 1.93141 -0.01 0.04 -0.02
H -3.01385 3.73863 1.48376 0.00 -0.01 0.01
H -1.37569 4.08562 2.04934 -0.02 -0.02 0.01
H -2.46628 1.39602 -0.35288 0.01 0.02 -0.03
H -2.00691 2.24693 -1.83566 0.00 -0.02 0.02
H -3.39019 2.79821 -0.88185 0.04 -0.01 0.03
C -0.84230 -4.79034 -0.34854 -0.03 -0.01 0.04
C -1.41373 -5.20806 0.84662 0.01 -0.01 -0.05
C -1.47963 -4.33846 1.91972 -0.06 -0.08 0.04
C -0.96446 -3.04876 1.79505 -0.01 0.12 -0.07
N -0.42719 -2.66475 0.63128 0.11 -0.12 0.02
C -0.36644 -3.49481 -0.40870 -0.04 0.07 0.06
C -0.94796 -2.04445 2.89947 0.02 0.00 0.05
C -1.34990 -2.42351 4.18269 0.01 0.00 0.05
C -1.33140 -1.52044 5.23381 0.00 0.04 -0.02
C -0.90440 -0.21865 5.01011 0.00 -0.05 -0.01
C -0.50360 0.15804 3.73349 0.03 0.12 -0.06
C -0.51103 -0.72680 2.65555 0.03 -0.05 -0.06
H -0.77132 -5.44305 -1.20767 0.00 0.01 0.02
H -1.80947 -6.21203 0.94173 0.01 0.02 0.00
H -1.93033 -4.66938 2.84385 0.00 0.02 -0.02
H 0.08358 -3.09621 -1.31562 -0.02 -0.01 0.06
H -1.67558 -3.43572 4.38724 0.01 0.01 -0.01
H -1.64734 -1.83400 6.22112 0.02 0.00 -0.02
H -0.88024 0.49548 5.82539 0.00 -0.01 -0.02
H -0.17096 1.18288 3.57806 -0.02 -0.05 0.02
N -6.10578 -1.19477 -1.37311 0.09 0.06 0.10
C -5.30731 -0.87546 -0.31388 -0.12 0.00 -0.04
C -3.94695 -1.23218 -0.28006 0.18 0.01 -0.03
N -3.16855 -0.88745 0.72426 0.01 -0.05 -0.01
C -3.71555 -0.19706 1.73105 -0.03 -0.03 0.01
C -5.05507 0.13476 1.70018 -0.08 0.00 -0.07
N -5.85622 -0.19552 0.68649 0.02 0.03 0.05
H -5.77341 -1.77430 -2.11884 0.00 -0.02 -0.01
H -7.08411 -0.98483 -1.30527 -0.02 -0.02 -0.02
H -3.49721 -1.79370 -1.09595 -0.02 0.03 0.02
H -3.06755 0.07539 2.55651 -0.05 -0.01 -0.02
H -5.51460 0.68660 2.51209 0.03 0.00 0.02
O -0.99916 -0.34894 -3.16682 0.01 0.00 -0.02
H -1.15689 -0.34084 -2.21515 0.04 0.05 0.03
H -0.22027 0.21431 -3.26810 -0.02 0.01 0.00
```
Positions in Å, forces in eV/Å.

Properties
- Gap between HOMO and LUMO: 6.260 eV
- Charge: 0
- E_tot: -76734.212 eV
- Highest occupied orbital energy: -6.041 eV
- LUMO: 0.22 eV